(1)
{"formula": "C5H12N2O", "method": "ωB97M-V with the def2-TZVPD basis set", "symbols": ["C", "H", "H", "H", "O", "H", "C", "H", "H", "H", "N", "H", "H", "H", "C", "C", "N", "H", "C", "H"], "xyz": [[-0.6717, -1.1943, 1.0776], [-1.7531, 0.0278, -1.8811], [0.8819, -1.3887, -0.1050], [2.8124, -0.6300, 1.7453], [-0.8571, -1.7023, 2.1505], [-2.2160, -1.5438, -0.2416], [1.8441, -1.1132, 1.8669], [-1.2412, 2.4548, -2.1754], [-0.0330, -0.3661, -1.8268], [1.4017, -0.8138, 2.8193], [0.9365, -0.7514, 0.7905], [1.9690, -2.1924, 1.8918], [-1.2894, 1.4535, 0.0641], [0.4788, 2.0340, -2.1979], [-0.8926, -0.0789, -1.2043], [-0.3587, 2.2821, -1.5425], [-0.5418, 1.2082, -0.5801], [-0.1130, 3.2036, -1.0150], [-1.2183, -1.1321, -0.1733], [0.8616, 0.2432, 0.5369]], "forces_ev_per_angstrom": [[0.47, -0.94, -0.75], [0.14, -0.07, 0.03], [1.08, 1.76, 2.19], [0.00, -0.04, -0.05], [-0.10, 0.23, 0.44], [-0.12, 0.00, 0.10], [0.18, -0.03, 0.10], [0.05, 0.00, 0.03], [-0.01, 0.17, -0.17], [-0.04, -0.01, -0.15], [-0.78, -1.19, -1.75], [0.02, 0.02, -0.01], [0.06, -0.09, -0.05], [-0.01, 0.05, -0.01], [0.33, -0.18, 0.23], [0.08, 0.00, -0.08], [-0.12, 0.07, 0.06], [-0.02, 0.02, -0.06], [-1.44, 0.40, 0.09], [0.24, -0.17, -0.20]], "e_lumo_ha": 0.0276, "homo_ev": -7.431, "orbital_gap_ev": 8.18, "e_above_lowest_ev": 3.163}

(2)
{"formula": "C3H5AgO3", "method": "ωB97M-V with the def2-TZVPD basis set", "symbols": ["O", "H", "O", "H", "Ag", "O", "C", "C", "H", "H", "H", "C"], "xyz": [[-0.8660, -1.0720, -0.2512], [-2.2225, 0.2328, 0.5832], [1.3804, -1.3944, 0.2817], [-0.0473, 1.9934, 0.3686], [2.5545, 0.2639, 0.2144], [0.6954, 0.4506, -0.8117], [0.4241, -1.0072, -0.7662], [-0.4152, 1.1670, -0.2507], [-0.7334, -0.0190, 1.5524], [-1.0329, 1.5663, -1.0670], [1.4008, -2.2699, -0.3873], [-1.1379, 0.0886, 0.5338]], "forces_ev_per_angstrom": [[0.74, -1.46, -1.39], [0.29, -0.15, -0.08], [-2.68, -6.49, -5.18], [0.14, -0.31, -0.19], [4.53, 2.79, 1.30], [-1.80, -1.57, -1.96], [-2.07, 5.45, 4.69], [-0.48, 0.12, -0.40], [0.00, -0.16, -0.32], [0.13, -0.10, 0.20], [1.24, 1.40, 3.24], [-0.03, 0.47, 0.11]], "e_lumo_ha": [0.0200, -0.0915], "multiplicity": 3, "s_squared": 2.005, "homo_ev": [-5.071, -9.199], "orbital_gap_ev": [5.61, 6.71], "e_above_lowest_ev": 1.865}

(3)
{"formula": "C30H44ClMnN2O2Te2", "method": "ωB97M-V with the def2-TZVPD basis set", "symbols": ["C", "H", "C", "C", "N", "C", "H", "H", "H", "H", "C", "C", "H", "H", "H", "C", "H", "H", "C", "H", "H", "H", "O", "H", "Te", "C", "H", "C", "H", "Mn", "C", "H", "C", "C", "H", "H", "C", "H", "H", "C", "H", "C", "C", "H", "H", "C", "H", "H", "H", "C", "C", "C", "H", "H", "H", "H", "H", "O", "Cl", "C", "N", "H", "C", "H", "H", "H", "H", "H", "H", "H", "Te", "C", "C", "H", "C", "H", "C", "H", "C", "C", "H", "C"], "xyz": [[0.2614, 3.3427, 2.9245], [4.4299, 0.7869, -5.6016], [-4.2128, -0.4760, 2.3918], [1.5200, -1.4462, 2.1603], [0.7098, -0.2810, 0.0915], [-1.5662, -3.7607, -1.8341], [0.1198, 0.3868, 3.5880], [-1.4664, 0.9011, -5.4734], [3.7024, 0.5086, 2.3171], [-1.7570, 2.5118, -4.8318], [1.0214, 2.3785, 2.2348], [1.0197, -3.6464, -2.6273], [2.6637, 0.5742, -5.4136], [2.1474, -2.1951, -5.4725], [2.9158, 5.6527, 5.1633], [-2.7770, 1.0004, -0.7863], [-0.1243, 2.0760, -2.9649], [-5.8290, -1.8727, 2.1557], [-1.9368, 0.2444, 2.8875], [-1.4394, 4.6211, 3.0758], [-6.3036, -0.3268, 2.8453], [-3.2622, -0.6659, 4.2923], [2.4244, -1.6629, -0.0389], [-1.9489, 0.5374, -1.3309], [3.9256, -1.0996, -3.7604], [3.2025, -2.3878, -5.2944], [-2.2524, 1.1002, -3.8943], [-1.7098, -6.2411, -2.2491], [-2.4365, -6.2485, -3.0634], [1.6576, -0.5803, -1.8713], [-5.5142, -1.0801, 2.8354], [-1.2951, -1.6560, -1.5139], [1.5874, -1.1105, 0.6985], [0.8726, 4.0351, 3.9561], [0.2941, 4.7734, 4.5005], [-4.8672, -0.1354, 0.3805], [-0.8473, -2.5829, -1.8494], [-3.6962, 0.7451, -1.3111], [2.8795, 0.9183, 0.7954], [-0.9571, -4.9454, -2.2416], [4.1709, 1.9174, 1.3828], [2.2055, 3.8230, 4.3005], [-2.8613, 0.5394, 0.6507], [1.8232, -0.5960, 2.7726], [3.9873, 2.7775, 3.7626], [-1.8016, 0.6743, 1.5645], [0.6460, 1.9037, -4.5331], [2.1864, -2.2799, 2.3660], [-2.2604, -6.3750, -1.3183], [3.3141, 1.3235, 1.7023], [-1.4794, 1.4948, -4.5564], [3.6149, 0.6675, -4.8945], [2.2344, 4.5267, 6.3294], [-1.0272, 1.3540, 4.4858], [0.4974, -1.7083, 2.4310], [-1.0003, -0.3912, 4.7005], [-1.3243, 3.8342, 1.5183], [0.2643, 0.1494, -3.5123], [2.4797, 1.7404, -1.6746], [2.9342, 2.9213, 3.5469], [0.4279, -2.5117, -2.2498], [0.9076, -5.7536, -2.9537], [-4.0475, -0.0335, 1.0834], [-2.6455, 2.0826, -0.8592], [2.0606, -3.5721, -2.9151], [3.7783, -2.2058, -6.1975], [3.5754, 1.4970, -4.1939], [-1.0424, -7.0896, -2.3840], [-0.2528, -0.4957, -4.0068], [-5.4363, -1.4989, 3.8369], [-0.0390, 1.4383, 0.6514], [-0.1271, 1.4923, -3.8837], [0.3714, -4.8673, -2.6419], [-2.5939, -3.7544, -1.4950], [-1.1692, 3.6845, 2.5923], [3.3452, -3.4208, -4.9867], [-0.8968, 0.4034, 3.9624], [-1.8744, 2.9216, 2.9223], [2.8359, 4.5959, 5.4226], [-3.1507, -0.3286, 3.2678], [3.8351, 4.2264, 5.6449], [2.3786, 2.2002, 2.4880]], "forces_ev_per_angstrom": [[0.05, 0.03, 0.09], [-0.01, 0.01, -0.01], [0.01, 0.01, 0.00], [0.07, -0.03, 0.02], [0.01, 0.15, -0.13], [0.02, 0.04, 0.01], [0.02, 0.02, -0.03], [0.00, -0.01, 0.00], [-0.02, 0.02, -0.01], [0.00, 0.01, 0.00], [-0.15, -0.01, -0.06], [-0.05, -0.03, 0.02], [0.00, 0.02, 0.00], [0.00, -0.01, -0.01], [0.00, 0.00, 0.00], [-0.01, 0.02, -0.03], [0.01, -0.01, 0.00], [0.00, 0.00, 0.00], [-0.09, -0.02, 0.03], [-0.02, 0.00, 0.00], [0.00, 0.00, 0.00], [0.01, 0.00, 0.00], [-0.04, -0.21, -0.13], [0.01, -0.02, 0.00], [-0.02, 0.01, 0.19], [-0.01, -0.01, -0.02], [0.00, 0.00, 0.01], [0.00, -0.01, 0.00], [0.00, 0.00, 0.00], [0.23, 0.29, -0.20], [0.00, -0.01, 0.00], [-0.01, 0.03, 0.01], [-0.26, 0.08, 0.27], [-0.01, -0.01, -0.02], [0.01, 0.01, -0.01], [0.00, 0.00, 0.00], [0.02, -0.05, -0.04], [0.00, 0.01, 0.00], [0.02, 0.04, 0.01], [0.00, -0.01, 0.00], [-0.01, 0.01, -0.01], [0.00, -0.03, -0.03], [-0.03, -0.01, -0.02], [-0.01, -0.01, -0.05], [0.00, 0.00, 0.00], [0.11, -0.05, 0.11], [0.00, -0.01, -0.01], [0.00, 0.01, 0.03], [0.00, 0.00, 0.00], [0.07, -0.02, -0.02], [0.00, 0.01, 0.00], [-0.05, 0.00, -0.02], [0.00, 0.00, 0.00], [0.00, -0.01, 0.00], [-0.02, -0.01, -0.01], [0.00, 0.01, 0.00], [0.02, -0.02, 0.00], [-0.08, -0.07, 0.16], [-0.13, -0.21, -0.08], [0.00, 0.03, 0.00], [0.13, 0.12, 0.07], [0.00, 0.00, 0.00], [0.02, 0.00, 0.00], [-0.01, -0.01, 0.00], [0.01, 0.02, -0.01], [0.00, 0.00, -0.01], [0.01, 0.00, 0.00], [0.00, 0.00, 0.00], [0.03, 0.03, -0.03], [0.00, 0.00, 0.00], [0.07, -0.08, -0.07], [0.01, 0.00, -0.02], [0.01, 0.01, 0.01], [-0.01, -0.01, 0.00], [0.00, 0.02, -0.06], [0.01, -0.01, 0.00], [0.03, 0.01, 0.03], [0.00, 0.00, 0.01], [0.01, -0.01, 0.01], [-0.01, 0.00, -0.02], [0.00, 0.00, 0.00], [0.06, -0.07, 0.12]], "e_lumo_ha": [-0.0740, -0.0750], "multiplicity": 6, "s_squared": 8.753, "homo_ev": [-10.084, -10.748], "orbital_gap_ev": [8.07, 8.71], "total_charge": 1, "e_above_lowest_ev": 0.100}

Please write out number 2 again, unchanged.
{"formula": "C3H5AgO3", "method": "ωB97M-V with the def2-TZVPD basis set", "symbols": ["O", "H", "O", "H", "Ag", "O", "C", "C", "H", "H", "H", "C"], "xyz": [[-0.8660, -1.0720, -0.2512], [-2.2225, 0.2328, 0.5832], [1.3804, -1.3944, 0.2817], [-0.0473, 1.9934, 0.3686], [2.5545, 0.2639, 0.2144], [0.6954, 0.4506, -0.8117], [0.4241, -1.0072, -0.7662], [-0.4152, 1.1670, -0.2507], [-0.7334, -0.0190, 1.5524], [-1.0329, 1.5663, -1.0670], [1.4008, -2.2699, -0.3873], [-1.1379, 0.0886, 0.5338]], "forces_ev_per_angstrom": [[0.74, -1.46, -1.39], [0.29, -0.15, -0.08], [-2.68, -6.49, -5.18], [0.14, -0.31, -0.19], [4.53, 2.79, 1.30], [-1.80, -1.57, -1.96], [-2.07, 5.45, 4.69], [-0.48, 0.12, -0.40], [0.00, -0.16, -0.32], [0.13, -0.10, 0.20], [1.24, 1.40, 3.24], [-0.03, 0.47, 0.11]], "e_lumo_ha": [0.0200, -0.0915], "multiplicity": 3, "s_squared": 2.005, "homo_ev": [-5.071, -9.199], "orbital_gap_ev": [5.61, 6.71], "e_above_lowest_ev": 1.865}